36
Properties=species:S:1:pos:R:3:forces:R:3:nbo_charge:R:1 method="wB97M-V/def2-TZVPD" spin_multiplicity=2 homo_lumo_gap_ev="10.4 / 5.6"
C -0.1308 -0.2843 -3.5150 0.2 1.7 0.2 -0.6117
C 0.0782 0.4111 -2.1604 -0.7 0.7 -1.3 -0.0966
C 0.2432 -0.6638 -1.0811 0.2 0.5 0.7 -0.5476
C -0.2152 -0.1650 0.2604 0.1 -0.5 2.5 0.8170
O -0.3995 -0.9687 1.2114 0.4 -0.2 -1.0 -0.7485
O -0.3007 1.0783 0.4945 -0.2 0.5 -1.2 -0.7328
N -1.0226 1.3195 -1.8992 -1.4 -1.9 1.6 -0.3356
H 0.7436 -0.8817 -3.7239 -0.1 -0.6 -0.1 0.2398
H -0.2010 0.4874 -4.2835 0.1 -0.1 -0.2 0.2224
H -1.0917 -0.7942 -3.4893 0.3 -0.5 0.0 0.2217
H 0.8820 1.1485 -2.1057 0.7 -0.6 -0.2 0.2372
H -0.2052 -1.6147 -1.3282 -0.4 -0.1 -0.2 0.2652
H 1.3135 -0.8613 -0.9515 0.0 0.1 -0.2 0.2901
H -1.9776 0.9764 -2.0386 0.1 -0.1 -1.1 0.3799
H -1.0579 1.6059 -0.8900 1.2 1.1 0.0 0.4359
H 3.2541 0.2133 0.6676 -0.3 -0.1 0.1 0.4971
H 2.0795 1.1365 1.1608 0.2 -0.1 -0.2 0.4842
O 2.9016 0.6989 1.4254 0.2 0.3 -0.2 -0.9650
H 0.5704 -0.2820 2.9520 -0.3 0.0 0.1 0.4739
H 1.9173 0.3333 2.8626 0.2 0.0 0.4 0.4794
O 1.1570 0.2909 3.4616 -0.1 -0.1 -0.1 -0.9758
H -1.7050 1.3906 2.0472 0.2 -0.1 0.0 0.4838
H -1.3148 2.6210 2.8316 -0.4 -0.3 0.0 0.4802
O -2.0968 2.1424 2.5062 0.2 0.4 0.0 -0.9641
H -1.8836 3.2086 0.3641 0.2 0.2 0.4 0.4867
H -0.4484 3.3490 -0.1386 0.0 0.2 0.3 0.4675
O -1.3097 3.7801 -0.1684 -0.2 -0.2 -0.3 -0.9425
H 0.1265 -3.8851 1.0184 0.4 -0.3 -0.2 0.4826
H 0.0081 -2.4796 0.5586 0.4 -0.1 0.1 0.4909
O 0.5038 -3.3106 0.3378 -0.8 0.1 0.3 -0.9940
H -2.2056 -1.4100 1.0253 -0.2 0.3 -0.1 0.4985
H -3.5804 -0.7315 0.6786 0.3 -0.3 0.1 0.4756
O -2.8624 -1.2742 0.3229 -0.5 0.1 -0.3 -0.9795
H 2.0854 -2.4745 0.1887 0.6 -0.2 0.2 0.5000
H 3.1733 -2.0656 1.1702 0.0 0.0 -0.1 0.4765
O 2.9712 -2.0447 0.2273 -0.4 0.0 0.0 -0.9925


43
Properties=species:S:1:pos:R:3:forces:R:3:nbo_charge:R:1 method="wB97M-V/def2-TZVPD" spin_multiplicity=1 homo_lumo_gap_ev=8.8 smiles="Cc1cc(Cl)ccc1OCCCC(=O)NC[C@H]1CCCO1"
C -1.5357 -1.1879 -3.2161 0.0 0.0 0.1 -0.6372
C -2.4254 -1.8742 -2.2312 0.0 0.2 0.2 -0.0530
C -2.8346 -3.1830 -2.4017 -0.1 0.1 0.1 -0.2114
C -3.6177 -3.8045 -1.4403 0.0 0.2 0.1 -0.0569
C -3.9954 -3.1336 -0.2947 0.0 -0.1 -0.2 -0.2291
C -3.5955 -1.8185 -0.1149 0.1 0.3 0.0 -0.2899
C -2.8246 -1.1805 -1.0765 -0.1 -0.4 -0.1 0.3713
O -2.4190 0.1173 -0.9987 0.0 0.0 -0.2 -0.5286
C -2.3853 0.7410 0.2637 0.0 0.3 0.4 -0.0695
C -1.5843 2.0379 0.1302 -0.1 -0.4 -0.2 -0.4028
H -1.4189 2.4405 1.1312 -0.1 0.0 0.0 0.2037
H -2.1708 2.7636 -0.4354 0.0 0.1 0.1 0.2169
C -0.2575 1.8130 -0.6036 -0.1 -0.1 -0.1 -0.5010
C 0.5318 0.6354 -0.0514 -0.2 0.5 -0.1 0.6848
O 0.8017 -0.3475 -0.7102 0.1 -0.3 -0.2 -0.6340
N 0.8879 0.7732 1.2451 0.2 0.1 0.4 -0.6296
H 0.7546 1.6557 1.7133 -0.1 0.0 -0.1 0.4006
C 1.7097 -0.1794 1.9489 0.4 0.0 0.2 -0.2443
H 1.7444 -1.0940 1.3541 0.0 0.0 0.1 0.2387
C 3.1346 0.3635 2.1562 -0.2 -0.5 -0.2 0.0932
C 3.9346 0.4641 0.8497 -0.1 0.2 0.2 -0.4369
H 4.5746 -0.4019 0.7019 0.0 -0.1 0.0 0.2241
C 4.7165 1.7627 1.0294 -0.2 0.0 0.2 -0.4282
H 4.9800 2.2391 0.0885 0.1 0.0 0.0 0.2182
C 3.7289 2.5905 1.8470 0.2 0.3 -0.2 -0.0615
H 4.2024 3.3547 2.4665 0.0 0.0 -0.1 0.1908
H 2.9955 3.0761 1.1847 0.1 0.0 0.1 0.1526
O 3.0754 1.6780 2.7096 -0.2 -0.1 0.1 -0.5448
H 5.6234 1.5846 1.6080 0.0 0.0 0.0 0.2042
H 3.2529 0.5413 0.0021 0.0 0.0 0.0 0.2183
H 3.6483 -0.2788 2.8848 -0.1 0.1 -0.1 0.1786
H 1.2568 -0.3882 2.9225 0.0 -0.1 -0.1 0.1996
H -0.4632 1.5980 -1.6517 0.1 0.0 0.1 0.2440
H 0.3515 2.7179 -0.5432 0.0 0.0 0.0 0.2201
H -1.9048 0.0751 0.9941 -0.1 0.0 -0.1 0.1805
H -3.4016 0.9711 0.6160 0.1 -0.1 0.0 0.1787
H -3.8999 -1.3007 0.7812 0.0 0.1 0.1 0.2168
H -4.5968 -3.6251 0.4535 -0.1 -0.1 0.0 0.2251
Cl -4.1172 -5.4453 -1.6782 -0.1 -0.2 0.0 -0.0081
H -2.5333 -3.7294 -3.2822 0.0 -0.1 -0.1 0.2224
H -1.3152 -1.8346 -4.0603 0.0 0.0 -0.1 0.2108
H -2.0033 -0.2726 -3.5742 0.0 0.1 -0.1 0.2188
H -0.6055 -0.9144 -2.7179 0.1 0.1 -0.1 0.2537


10
Properties=species:S:1:pos:R:3:forces:R:3:nbo_charge:R:1 method="wB97M-V/def2-TZVPD" spin_multiplicity=1 homo_lumo_gap_ev=8.2
C -0.9886 -1.2060 1.3676 5.0 1.1 -5.3 -0.3016
C 1.4091 0.8159 -1.5254 0.1 -1.4 1.0 0.4474
N 0.7697 0.0661 -0.7207 1.9 -1.0 0.2 -0.3521
N -0.3694 0.6112 -0.2320 0.0 1.1 -1.6 -0.2447
N -1.0466 -0.0837 0.6228 -0.1 0.2 3.1 -0.1982
F 2.7197 0.5430 -1.9174 -2.6 0.3 0.5 -0.3278
H -0.0847 -1.8480 1.1453 -1.7 0.4 0.6 0.2235
H -1.7087 -1.2507 2.0415 -2.8 -0.7 3.0 0.1908
H 0.8974 1.6875 -1.8687 0.7 1.0 -0.7 0.1504
H -1.5979 0.6647 1.0870 -0.5 -1.1 -0.7 0.4126


In order of appearance, molar mass = 228.22 311.81 89.07 g/mol.
In order of appearance, energy relative to the best compared isomer or geometry (same formula, charge and spin) = 0.0 4.5 85.4 kcal per mole.